(1)
The following is a DFT calculation (wB97M-V/def2-TZVPD) of a structure of composition C33H32N4O2RuSi at a distorted geometry.

Last column: Mulliken charge in e.
Cartesian coordinates (Å):
Ru: -0.410 -0.621 0.398  0.382
C: -0.384 -4.042 -0.263  -1.117
O: 0.283 -2.807 -0.038  -0.292
C: 1.607 -2.863 0.358  0.974
C: 2.292 -4.037 0.616  -0.605
C: 3.648 -4.005 0.920  -0.795
C: 4.332 -2.799 0.943  -0.928
C: 3.657 -1.621 0.721  -0.119
C: 2.275 -1.615 0.457  0.207
N: 1.574 -0.446 0.279  -0.098
N: 2.276 0.648 0.323  0.017
C: 1.991 1.891 0.032  -0.783
C: 0.705 2.401 -0.387  1.208
O: -0.309 1.518 -0.654  -0.739
C: 0.517 3.764 -0.517  0.010
C: 1.525 4.678 -0.288  -1.468
C: 2.811 4.245 0.082  0.833
C: 3.853 5.169 0.299  -1.010
C: 5.124 4.734 0.608  -0.612
C: 5.384 3.368 0.692  -0.834
C: 4.367 2.448 0.504  -0.215
C: 3.062 2.855 0.215  0.717
H: 0.154 -4.629 -1.011  0.454
H: -1.376 -3.811 -0.648  0.222
H: -0.482 -4.609 0.667  0.420
H: 1.793 -4.991 0.576  0.499
H: 4.163 -4.930 1.124  0.436
H: 5.391 -2.782 1.144  0.433
H: 4.170 -0.675 0.760  0.449
H: -0.451 4.106 -0.833  0.404
H: 1.332 5.730 -0.422  0.462
H: 3.641 6.224 0.212  0.459
H: 5.914 5.448 0.772  0.422
H: 6.385 3.026 0.901  0.439
H: 4.589 1.396 0.561  0.457
C: 0.054 -0.336 4.924  -1.025
C: 0.304 -0.204 3.555  -0.319
N: -0.547 -0.626 2.637  0.557
C: -1.705 -1.211 3.026  0.396
C: -2.033 -1.392 4.389  0.740
C: -1.112 -0.931 5.347  -0.674
C: -3.257 -2.040 4.729  -0.949
C: -4.110 -2.482 3.770  -0.937
C: -3.821 -2.298 2.386  0.869
C: -4.672 -2.739 1.356  -0.760
C: -4.338 -2.478 0.046  -0.942
C: -3.164 -1.777 -0.228  -0.688
N: -2.330 -1.380 0.719  0.490
C: -2.628 -1.639 2.013  0.177
H: 0.780 0.023 5.631  0.473
H: 1.214 0.267 3.202  0.495
H: -1.330 -1.043 6.399  0.483
H: -3.490 -2.169 5.775  0.461
H: -5.033 -2.976 4.038  0.469
H: -5.575 -3.272 1.602  0.499
H: -4.972 -2.795 -0.766  0.504
H: -2.902 -1.516 -1.251  0.646
C: -2.696 4.007 -2.115  -1.117
Si: -2.839 3.272 -0.369  0.195
C: -4.501 2.364 -0.170  -1.158
C: -2.533 4.476 1.073  -1.023
C: -1.610 1.721 -0.065  0.508
H: -3.625 4.518 -2.348  0.453
H: -2.548 3.251 -2.880  0.365
H: -1.904 4.744 -2.223  0.342
H: -5.311 3.073 -0.039  0.411
H: -4.517 1.701 0.692  0.309
H: -4.743 1.772 -1.050  0.325
H: -3.338 5.206 1.103  0.436
H: -1.603 5.033 0.994  0.336
H: -2.530 3.972 2.037  0.333
H: -2.203 0.891 -0.471  -0.048
H: -1.522 1.646 1.036  0.077

The maximum force comes out at 4.24 eV/Å. The calculation puts the orbital gap (alpha / beta) at 5.94 / 5.94 eV. As for the net charge: +2. Its energy above the lowest of the compared OMol25 structures with the same formula, charge and spin is 93.33 kJ/mol.

***

(2)
The following is a DFT calculation (wB97M-V/def2-TZVPD) of a structure of composition C33H32N6O9STa.

Last column: Mulliken charge in e.
Cartesian coordinates (Å):
Ta: -0.597 0.039 -0.458  2.077
C: 3.743 -0.011 1.281  -1.369
N: 2.533 -0.289 2.048  1.140
C: 2.251 0.761 3.016  -1.063
C: 2.023 2.126 2.383  -1.363
C: 1.187 2.088 1.109  -0.793
N: -0.098 1.332 1.216  0.947
C: -0.908 1.746 2.138  -0.329
C: -2.273 1.356 2.334  0.599
C: -2.910 1.715 3.539  -0.983
C: -4.216 1.365 3.769  -0.848
C: -4.925 0.681 2.776  -0.510
C: -4.343 0.355 1.569  -0.785
C: -3.005 0.678 1.329  0.385
O: -2.445 0.375 0.174  -0.431
C: 2.659 -1.556 2.768  -1.032
C: 2.925 -2.789 1.920  -1.138
C: 1.781 -3.224 1.009  -0.361
N: 1.530 -2.282 -0.078  0.685
C: 2.069 -2.588 -1.186  -0.414
C: 2.104 -1.782 -2.403  1.063
C: 2.711 -2.342 -3.529  -1.017
C: 2.876 -1.621 -4.696  -0.941
C: 2.461 -0.298 -4.746  -0.627
C: 1.865 0.290 -3.643  -0.933
C: 1.667 -0.454 -2.488  0.085
O: 1.047 0.127 -1.437  0.299
H: 4.650 -0.077 1.902  0.329
H: 3.707 0.985 0.847  0.459
H: 3.828 -0.714 0.455  0.211
H: 3.049 0.850 3.771  0.514
H: 1.352 0.460 3.568  0.292
H: 2.973 2.586 2.109  0.542
H: 1.590 2.800 3.125  0.474
H: 1.753 1.647 0.294  0.175
H: 0.936 3.108 0.811  0.548
H: -0.526 2.484 2.845  0.306
H: -2.353 2.267 4.287  0.450
H: -4.701 1.629 4.698  0.439
H: -5.959 0.415 2.953  0.468
H: -4.900 -0.149 0.792  0.575
H: 1.730 -1.713 3.325  0.340
H: 3.464 -1.478 3.519  0.513
H: 3.118 -3.611 2.612  0.537
H: 3.838 -2.676 1.331  0.260
H: 0.880 -3.332 1.614  -0.337
H: 2.015 -4.217 0.605  0.632
H: 2.608 -3.540 -1.287  0.288
H: 3.063 -3.366 -3.477  0.458
H: 3.342 -2.080 -5.557  0.409
H: 2.608 0.281 -5.647  0.472
H: 1.557 1.329 -3.653  0.525
O: -2.340 -5.450 1.153  -0.531
C: -2.227 -4.711 2.245  0.359
O: -2.545 -5.095 3.336  -0.567
C: -1.686 -3.327 2.078  1.021
C: -1.372 -2.487 3.132  -0.501
N: -0.861 -1.362 2.610  0.039
N: -0.862 -1.400 1.277  1.342
C: -1.355 -2.584 0.942  -1.385
C: -1.394 -2.828 -0.530  0.787
O: -1.675 -3.897 -1.012  -0.814
O: -1.095 -1.733 -1.181  -0.695
H: -2.016 -5.010 0.338  0.380
H: -1.462 -2.646 4.194  0.599
H: -0.531 -0.544 3.096  -0.163
O: -1.605 0.362 -2.286  -0.890
C: -1.418 1.610 -2.372  0.535
N: -0.825 2.141 -1.316  -0.067
S: -0.361 3.718 -1.598  0.784
O: 1.057 3.760 -1.783  -0.624
O: -0.960 4.568 -0.619  -0.638
C: -1.192 3.782 -3.172  0.241
C: -1.312 4.848 -4.032  -0.754
C: -1.978 4.620 -5.234  -0.545
C: -2.490 3.366 -5.550  -0.708
C: -2.359 2.296 -4.673  -0.420
C: -1.705 2.525 -3.477  0.017
H: -0.910 5.821 -3.786  0.497
H: -2.097 5.433 -5.938  0.435
H: -2.999 3.224 -6.493  0.444
H: -2.755 1.318 -4.909  0.595

The maximum force comes out at 0.97 eV/Å. The calculation puts the orbital gap at 7.46 eV. As for the net charge: +1. Its energy above the lowest of the compared OMol25 structures with the same formula, charge and spin is 22.67 kJ/mol.

***

(3)
The following is a DFT calculation (wB97M-V/def2-TZVPD) of a structure of composition C33H33BCl2N10NiOSi.

Last column: Mulliken spin population.
Cartesian coordinates (Å):
Ni: -0.138 0.015 0.160  1.738
C: -3.462 2.750 -0.680  0.003
C: -2.505 1.810 -1.087  -0.003
N: -1.625 1.584 -0.124  0.048
N: -2.012 2.334 0.938  -0.015
C: -3.113 3.048 0.617  0.000
B: -1.526 1.957 2.377  -0.011
N: 0.009 2.058 2.480  -0.002
C: 0.843 2.763 3.274  0.000
C: 2.120 2.285 3.081  0.003
C: 1.980 1.269 2.129  -0.009
N: 0.714 1.129 1.779  0.091
N: -1.922 0.450 2.622  -0.019
C: -2.494 -0.139 3.693  0.002
C: -2.710 -1.468 3.393  0.001
C: -2.207 -1.614 2.092  0.005
N: -1.723 -0.470 1.643  0.058
N: -2.298 2.831 3.375  0.000
C: -3.615 2.702 3.675  0.000
C: -3.964 3.733 4.508  0.000
C: -2.767 4.464 4.664  0.000
N: -1.772 3.925 3.981  0.000
H: -4.285 3.147 -1.251  0.000
H: -2.419 1.300 -2.031  0.000
H: -3.564 3.722 1.328  0.000
H: 0.459 3.545 3.905  0.000
H: 3.030 2.640 3.536  0.001
H: 2.730 0.639 1.677  -0.016
H: -2.695 0.416 4.594  0.000
H: -3.155 -2.219 4.025  0.000
H: -2.170 -2.486 1.462  -0.001
H: -4.208 1.900 3.264  0.000
H: -4.932 3.934 4.937  0.000
H: -2.591 5.358 5.244  0.000
C: 2.358 -4.007 0.610  0.002
Si: 0.808 -3.123 1.168  0.007
C: 1.294 -2.148 2.694  -0.010
C: -0.342 -4.522 1.773  0.002
N: 0.090 -2.109 -0.020  0.057
C: -0.411 -2.609 -1.188  0.007
C: -0.554 -3.998 -1.472  -0.002
C: -1.178 -4.477 -2.611  0.001
C: -1.697 -3.608 -3.563  -0.001
C: -1.517 -2.246 -3.361  0.010
C: -0.862 -1.779 -2.242  -0.016
O: -0.620 -0.398 -2.116  0.015
C: 0.097 0.207 -3.153  -0.016
C: 0.099 1.588 -3.221  0.005
C: 0.848 2.229 -4.199  0.000
C: 1.598 1.503 -5.111  0.000
C: 1.598 0.118 -5.024  0.002
C: 0.852 -0.534 -4.053  -0.008
H: 2.734 -4.622 1.436  0.000
H: 3.134 -3.289 0.328  -0.001
H: 2.185 -4.662 -0.253  0.000
H: 0.985 -2.686 3.596  0.000
H: 0.832 -1.162 2.719  0.007
H: 2.380 -2.006 2.738  -0.001
H: -0.728 -4.296 2.773  0.000
H: 0.205 -5.470 1.837  0.000
H: -1.200 -4.683 1.114  0.000
H: -0.153 -4.708 -0.759  -0.001
H: -1.264 -5.549 -2.754  0.000
H: -2.200 -3.973 -4.448  0.000
H: -1.846 -1.531 -4.106  0.000
H: -0.429 2.168 -2.482  0.004
H: 0.862 3.312 -4.222  0.000
H: 2.195 2.008 -5.861  0.000
H: 2.205 -0.473 -5.700  0.000
H: 0.886 -1.610 -3.974  0.001
Cl: 1.993 3.182 -0.635  0.005
C: 2.995 2.040 -1.515  0.031
C: 4.033 2.535 -2.276  0.002
C: 4.854 1.686 -3.010  -0.008
C: 4.586 0.323 -2.954  0.001
C: 3.553 -0.170 -2.184  -0.002
Cl: 3.249 -1.891 -2.178  0.005
C: 2.696 0.644 -1.393  0.064
N: 1.738 0.186 -0.609  0.957
H: 4.191 3.607 -2.292  0.003
H: 5.672 2.072 -3.605  -0.003
H: 5.185 -0.383 -3.518  0.003

The maximum force comes out at 0.64 eV/Å. The calculation puts the orbital gap (alpha / beta) at 6.93 / 6.57 eV. As for the net charge: -1. The expectation value of S² is 3.761. Its energy above the lowest of the compared OMol25 structures with the same formula, charge and spin is 0.00 kJ/mol. As for the multiplicity: 4.

***

Question: The lowest net charge belongs to which entry?
Answer: C33H33BCl2N10NiOSi

***

Question: Among the records above, which one has the highest maximum force?
Answer: C33H32N4O2RuSi